[1]
Formula: C5H12O
Source: the Open Molecules 2025 dataset
Level of theory: the ωB97M-V functional and the def2-TZVPD basis

Element x y z (Å)
C  -1.322  -1.807  -1.610
C  -1.161  -1.293  -0.184
C  0.162  -0.563  -0.025
O  0.223  0.059  1.238
C  1.266  1.010  1.308
C  0.866  2.355  0.716
H  -2.269  -2.341  -1.742
H  -0.505  -2.487  -1.878
H  -1.305  -0.974  -2.322
H  -1.216  -2.119  0.536
H  -1.969  -0.595  0.064
H  1.006  -1.267  -0.137
H  0.264  0.184  -0.827
H  2.170  0.622  0.812
H  1.511  1.112  2.370
H  1.737  3.011  0.613
H  0.123  2.842  1.352
H  0.418  2.252  -0.282

Cartesian forces (eV/Å) of the 6 atoms listed first:
C -0.02 -0.03 -0.07
C 0.07 0.07 0.07
C -0.08 -0.20 -0.19
O -0.01 0.00 -0.01
C 0.24 0.05 0.11
C -0.12 0.11 -0.11

Values from the calculation:
energy relative to the best compared isomer or geometry (same formula, charge and spin) = 58.3 kJ/mol
largest force on an atom = 0.29 eV/Å
SMILES = CCCOCC

=====

[2]
Formula: C3H2I2
Source: the Open Molecules 2025 dataset
Level of theory: the ωB97M-V functional and the def2-TZVPD basis

Element x y z (Å)
C  0.110  -0.366  -0.020
C  -2.024  -1.190  -0.069
C  0.990  0.644  0.085
I  -3.338  0.320  -0.015
I  3.084  0.293  -0.045
H  0.432  -1.379  -0.183
H  0.747  1.679  0.247

Cartesian forces (eV/Å) of the 6 atoms listed first:
C -0.70 -0.53 -0.12
C 2.82 1.33 0.15
C -1.66 -1.26 -0.08
I -0.21 0.33 0.02
I -0.50 0.07 0.02
H 0.28 -0.14 -0.01

Values from the calculation:
energy relative to the best compared isomer or geometry (same formula, charge and spin) = 473.9 kJ/mol
largest force on an atom = 3.12 eV/Å

=====

[3]
Formula: C2HN2OS
Source: the Open Molecules 2025 dataset
Level of theory: the ωB97M-V functional and the def2-TZVPD basis

Element x y z (Å)
N  -2.020  -1.716  0.443
C  -1.013  -1.192  0.214
N  0.053  -0.543  -0.112
C  1.704  -1.071  0.032
O  1.838  -2.249  -0.088
S  2.649  0.231  0.290
H  0.042  0.455  0.050

Cartesian forces (eV/Å) of the 6 atoms listed first:
N -0.49 -0.52 0.25
C -0.76 -0.31 0.07
N 2.81 0.57 -0.32
C -2.21 -0.91 -0.22
O -0.22 -0.02 -0.02
S 0.92 1.30 0.19

Values from the calculation:
energy relative to the best compared isomer or geometry (same formula, charge and spin) = 0.0 kJ/mol
largest force on an atom = 2.89 eV/Å
SMILES = N#CNC([O-])=S
net charge = -1

=====

[4]
Formula: CH11P7
Source: the Open Molecules 2025 dataset
Level of theory: the ωB97M-V functional and the def2-TZVPD basis

Element x y z (Å)
C  0.102  0.201  -0.211
P  1.880  1.777  3.054
P  -0.404  0.721  -3.175
P  1.298  -2.053  -2.338
P  -1.990  -1.237  1.612
P  -0.268  1.158  2.665
P  -0.555  -1.070  -2.002
P  0.114  -0.538  1.401
H  -0.686  0.905  -0.370
H  0.986  0.691  -0.385
H  1.515  3.000  3.600
H  1.739  2.635  1.901
H  -0.458  0.173  -4.458
H  -1.821  0.976  -3.411
H  0.896  -3.062  -3.274
H  1.776  -1.263  -3.308
H  -2.184  -0.651  2.767
H  -1.686  -2.419  2.309
H  -0.253  0.053  3.622

Cartesian forces (eV/Å) of the 6 atoms listed first:
C -2.93 -2.08 -2.47
P -0.59 0.30 -1.18
P -0.77 1.25 -0.91
P 0.49 -1.71 0.83
P 0.33 -1.24 -2.51
P 0.42 -0.15 1.43

Values from the calculation:
energy relative to the best compared isomer or geometry (same formula, charge and spin) = 102.9 kJ/mol
largest force on an atom = 4.36 eV/Å

=====

[5]
Formula: C27H45BrNO10S
Source: the Open Molecules 2025 dataset
Level of theory: the ωB97M-V functional and the def2-TZVPD basis

Element x y z (Å)
C  4.080  -1.174  2.615
C  2.647  -1.120  2.105
S  2.149  0.579  1.700
C  0.444  0.658  2.371
C  -0.713  0.438  1.444
N  -1.943  0.674  2.235
C  -0.706  -0.979  0.894
C  -1.350  -2.052  1.811
C  -2.854  -2.309  1.675
Br  -3.773  -1.434  0.179
H  4.155  -0.728  3.607
H  4.733  -0.609  1.948
H  4.460  -2.199  2.645
H  1.942  -1.483  2.855
H  2.540  -1.757  1.224
H  0.375  1.651  2.823
H  0.498  -0.054  3.249
H  -2.045  1.675  2.374
H  -1.863  0.288  3.195
H  0.338  -1.273  0.729
H  -1.183  -1.076  -0.089
H  -0.868  -3.025  1.657
H  -1.154  -1.771  2.852
H  -3.431  -1.994  2.539
H  -3.066  -3.354  1.469
O  -2.698  3.909  2.274
C  -3.596  3.859  1.484
O  -4.570  4.811  1.484
C  -5.618  4.442  0.570
C  -4.954  3.508  -0.436
C  -3.897  2.824  0.425
H  -6.396  3.936  1.145
H  -6.011  5.363  0.143
H  -5.665  2.820  -0.889
H  -4.482  4.090  -1.231
H  -4.282  1.941  0.943
H  -2.980  2.514  -0.075
O  -5.851  -3.765  -6.047
C  -5.751  -3.578  -4.867
O  -5.135  -2.494  -4.357
C  -5.083  -2.568  -2.913
C  -6.211  -3.519  -2.527
C  -6.247  -4.454  -3.729
H  -4.104  -2.948  -2.620
H  -5.186  -1.560  -2.526
H  -6.017  -4.007  -1.575
H  -7.151  -2.971  -2.449
H  -5.546  -5.287  -3.629
H  -7.220  -4.867  -3.982
O  6.478  -3.407  0.822
C  6.918  -2.508  0.167
O  6.867  -1.220  0.587
C  7.407  -0.336  -0.407
C  8.295  -1.209  -1.289
C  7.584  -2.552  -1.196
H  6.571  0.090  -0.966
H  7.925  0.465  0.116
H  8.393  -0.828  -2.304
H  9.293  -1.286  -0.854
H  6.798  -2.662  -1.947
H  8.229  -3.423  -1.272
O  7.859  -2.478  -4.355
C  7.843  -1.581  -5.144
O  8.632  -0.485  -4.996
C  8.339  0.488  -6.012
C  7.702  -0.301  -7.154
C  7.000  -1.421  -6.395
H  7.651  1.224  -5.591
H  9.275  0.980  -6.268
H  7.040  0.311  -7.761
H  8.479  -0.714  -7.798
H  5.994  -1.139  -6.073
H  6.927  -2.373  -6.914
O  -6.320  2.921  3.532
C  -5.869  3.350  4.554
O  -6.503  3.141  5.744
C  -5.838  3.855  6.798
C  -4.416  4.089  6.295
C  -4.630  4.183  4.789
H  -6.372  4.796  6.960
H  -5.909  3.247  7.697
H  -3.954  4.968  6.739
H  -3.795  3.222  6.524
H  -4.862  5.198  4.459
H  -3.797  3.826  4.189

Cartesian forces (eV/Å) of the 6 atoms listed first:
C 0.01 0.06 -0.12
C -0.05 -0.07 0.00
S 0.03 0.03 -0.04
C 0.19 -0.04 0.26
C -0.13 -0.03 -0.10
N 0.00 0.18 -0.07

Values from the calculation:
calculated total energy = -131571.91586 eV
largest force on an atom = 0.33 eV/Å
net charge = -1

=====

[6]
Formula: C3H9NO2
Source: the Open Molecules 2025 dataset
Level of theory: the ωB97M-V functional and the def2-TZVPD basis

Element x y z (Å)
N  -0.263  -1.640  -0.519
C  0.184  -0.258  -0.335
C  -0.957  0.746  -0.231
O  -1.809  0.704  -1.364
C  1.087  -0.213  0.885
O  1.663  1.075  0.955
H  -0.928  -1.624  -1.297
H  -0.843  -1.879  0.273
H  0.802  0.036  -1.198
H  -1.574  0.472  0.632
H  -0.546  1.741  -0.049
H  -1.351  1.120  -2.100
H  0.490  -0.405  1.791
H  1.845  -1.008  0.807
H  2.201  1.135  1.751

Cartesian forces (eV/Å) of the 6 atoms listed first:
N -0.36 0.37 -0.57
C 0.33 -0.05 -0.11
C 0.16 -0.16 0.40
O -0.02 0.02 -0.03
C -0.16 -0.27 0.13
O 0.29 0.30 0.12

Values from the calculation:
energy relative to the best compared isomer or geometry (same formula, charge and spin) = 134.7 kJ/mol
largest force on an atom = 0.76 eV/Å
SMILES = NC(CO)CO